{"formula": "C19H41F9NNbO15P3", "method": "ωB97M-V/def2-TZVPD", "species": ["C", "F", "H", "O", "C", "H", "H", "H", "H", "O", "O", "H", "C", "O", "H", "P", "O", "C", "O", "H", "H", "O", "H", "H", "F", "H", "H", "C", "H", "F", "P", "N", "H", "H", "O", "C", "H", "H", "H", "F", "O", "H", "O", "C", "O", "H", "H", "C", "O", "C", "H", "F", "C", "C", "C", "H", "H", "Nb", "O", "C", "H", "C", "C", "H", "H", "F", "F", "H", "F", "H", "H", "H", "C", "H", "H", "C", "H", "H", "F", "C", "H", "O", "H", "P", "H", "O", "H", "H", "C"], "xyz": [[-1.72544, -2.87502, -0.69235], [-2.58674, -3.16644, -1.65431], [-4.29587, -4.56697, 1.17116], [-4.79132, -4.21526, 3.14878], [7.89398, 1.59765, -7.83619], [-2.25637, 2.24784, 8.61097], [9.10103, 2.59232, -4.59512], [2.14525, 0.73290, 5.60513], [-5.16009, -6.70860, 2.25249], [-4.03437, -4.06536, 5.42095], [0.63058, 2.08355, 5.47143], [-3.18526, 0.96073, -0.75791], [1.23811, 1.99510, -2.89532], [8.10157, 0.76596, -4.41305], [-3.82651, 3.99706, 6.53735], [-4.43386, -5.21260, 4.38269], [-3.56959, -6.25344, 3.52251], [1.06737, 0.71649, 5.46430], [-1.59993, 1.55996, 4.52484], [8.94070, 1.60627, -8.13786], [-3.51366, 2.24825, 6.42411], [6.19420, 2.04734, -4.37159], [1.75597, -1.58829, -4.89964], [-0.35494, 2.53112, -0.98955], [-0.52545, -0.36993, -1.49728], [4.25977, 2.78085, -5.61714], [-3.68746, 3.22570, 4.94360], [0.51175, 0.82757, -6.51690], [1.81360, 2.73688, -3.46134], [-1.76770, -3.91505, 0.15583], [-0.94533, 2.32438, 5.59020], [1.48041, 1.03600, -5.81083], [-4.58632, -2.30706, 6.27448], [-4.70967, -7.99007, 3.40706], [-0.15208, 2.33417, -3.02204], [-2.19353, 2.89757, -1.98483], [7.34735, 2.33261, -8.42757], [-0.57277, 1.88017, 9.03033], [-5.56403, -2.75465, 4.86457], [-2.11990, -1.81744, -0.00685], [-0.23041, 0.35559, -7.29637], [0.60745, 0.14696, 6.26757], [-1.05730, 1.59244, 7.06406], [8.83217, 1.84844, -3.84763], [-1.92651, 3.53613, 6.00767], [8.24235, 2.31182, -3.05903], [-3.64891, -7.62056, 2.03139], [1.66100, -1.12912, -1.96037], [7.82529, 1.95746, -6.45277], [-4.33314, -7.19852, 2.76447], [-2.90000, -4.35204, 2.23879], [2.32575, -2.31680, -2.12205], [0.34545, -1.33639, -1.14607], [-5.06643, -3.13267, 5.75437], [-1.22039, 2.32537, 8.27625], [-3.33241, 2.67739, 1.69259], [-4.39187, 1.22650, 1.53257], [1.51025, -0.00095, -3.98511], [5.52444, 1.35116, -6.44410], [-3.32261, 3.21852, 5.96734], [9.74306, 1.42874, -3.42035], [4.90319, 2.63933, -6.48002], [-3.53931, 1.89072, -0.30709], [-2.58273, 3.70242, -2.61209], [4.28625, 2.68191, -7.37809], [-0.26888, -3.18140, -2.53494], [0.60305, -1.17327, 0.17927], [-0.34519, 4.06798, -1.87053], [2.45988, -0.37147, -1.12860], [-4.58250, 2.03106, -0.61266], [-5.79119, -3.60493, 6.41511], [0.83566, 0.26307, 4.50300], [-0.67295, 3.02272, -1.91471], [5.65552, 3.42911, -6.52372], [-2.65655, 1.04487, 1.46067], [-0.26704, -2.74281, -1.27809], [1.57163, 2.00167, -1.85583], [-0.96551, 3.37649, 8.16581], [0.51120, -3.58258, -0.57141], [-3.91015, -4.01850, 2.03055], [-3.89242, -2.95732, 1.79371], [-5.61471, -5.91068, 4.91024], [-2.39474, 1.93702, -2.45627], [6.82465, 1.15781, -5.41315], [-0.29873, -0.29944, -4.15076], [-2.73582, 2.99010, -0.67661], [7.47577, 0.61282, -8.03220], [3.35445, 0.13539, -3.94940], [-3.47352, 1.71618, 1.20952]], "forces_ev_per_angstrom": [[0.46, -0.86, 0.07], [-0.40, 0.48, -0.33], [0.03, -0.02, -0.02], [0.07, -0.23, 0.00], [-0.05, 0.27, -0.01], [-0.01, 0.05, 0.03], [-0.04, -0.02, -0.03], [-0.02, 0.17, -0.01], [-0.03, 0.03, 0.07], [2.34, -1.26, -0.07], [0.06, 2.87, -0.13], [0.07, 0.06, -0.27], [0.51, -0.26, 0.19], [-0.12, -3.41, -1.30], [0.13, 0.04, 0.02], [-3.99, 0.95, -2.07], [1.85, 0.76, 1.66], [0.19, -0.44, -0.24], [0.01, 0.24, -0.31], [0.03, 0.00, 0.07], [0.06, -0.03, -0.06], [-0.01, -0.68, 0.49], [0.29, -0.27, 0.50], [0.05, 0.03, 0.09], [-0.32, -0.02, -0.03], [0.10, -0.05, 0.09], [0.08, -0.11, -0.03], [1.12, -2.15, -0.57], [0.24, 0.04, 0.14], [0.13, -0.19, 0.17], [-2.13, -4.39, 1.63], [-0.88, 0.32, 1.15], [0.13, -0.08, -0.04], [-0.08, 0.09, 0.08], [0.12, -0.04, -0.04], [0.56, 0.47, -0.01], [-0.05, -0.05, -0.03], [0.00, -0.04, -0.01], [0.06, -0.08, -0.07], [-0.25, 0.45, -0.07], [-0.59, 1.20, 0.10], [-0.09, 0.11, 0.02], [-0.16, 0.13, -0.08], [0.18, 0.31, 0.14], [2.28, 1.51, -0.63], [-0.11, 0.00, -0.09], [0.07, 0.09, 0.04], [-0.32, 0.48, -0.53], [0.23, -1.26, -0.53], [-0.08, -0.35, -0.12], [0.03, 0.01, 0.05], [-0.13, -0.27, 0.39], [1.14, -0.07, 0.08], [-0.30, 0.25, 0.28], [0.03, -0.25, -0.08], [-0.11, 0.03, 0.17], [-0.07, 0.14, 0.27], [-0.44, 3.17, -2.06], [0.57, -3.48, -1.67], [-0.37, 0.04, -0.18], [-0.04, -0.15, -0.08], [-0.26, 0.29, 0.26], [-0.09, -0.14, 0.68], [-0.30, -0.06, -0.04], [0.11, -0.34, -0.09], [-0.22, 0.19, -0.41], [-0.35, -0.05, 0.24], [0.09, 0.06, -0.11], [0.12, 0.00, 0.07], [0.00, 0.18, -0.20], [0.00, -0.10, -0.07], [-0.10, 0.05, 0.00], [-0.26, -0.55, 0.23], [0.05, -0.06, 0.10], [0.21, 0.20, 0.22], [-0.04, -0.03, 0.30], [-0.10, 0.20, 0.11], [0.03, 0.03, 0.02], [0.15, -0.11, 0.22], [-0.26, 0.08, 0.12], [-0.04, 0.02, 0.05], [0.13, -0.16, 0.22], [-0.18, -0.08, 0.02], [-0.60, 8.64, 2.74], [0.02, -1.08, -0.09], [-0.07, -0.19, -0.27], [-0.03, 0.00, -0.04], [0.06, -0.85, 0.08], [-0.08, -0.40, -0.59]], "lowdin_charge": [-0.5339, 0.1837, 0.0888, -0.2513, -0.1095, 0.0823, 0.0786, 0.0910, 0.0899, -0.2295, -0.2347, 0.1051, -0.3659, -0.3007, 0.0938, 0.4567, -0.2487, -0.0834, -0.2236, 0.0833, 0.0891, -0.2573, -0.1382, 0.1195, 0.0781, 0.0738, 0.0873, -0.5426, 0.0351, 0.1421, 0.4987, -0.1032, 0.0894, 0.0875, -0.2880, -0.1837, 0.0852, 0.0861, 0.0861, 0.1793, 0.0787, 0.0842, -0.2711, -0.1336, -0.2623, 0.0824, 0.0954, -0.5374, -0.2788, -0.0935, 0.0777, -0.0199, -0.4173, -0.0937, -0.1136, 0.0696, 0.0678, 1.4413, -0.3205, -0.0947, 0.0842, -0.1241, -0.2838, 0.1198, 0.0894, 0.1536, 0.1140, 0.1236, -0.0197, 0.1117, 0.0870, 0.0925, -0.2266, 0.0858, 0.0667, -0.3613, 0.0402, 0.0831, 0.1433, -0.0996, 0.0858, -0.2414, 0.1197, 0.7216, -0.0827, -0.1459, 0.0819, -0.1074, -0.0681], "homo_energy_ha": -0.179, "charge": -1, "lumo_energy_ev": -0.5, "fmax_ev_per_a": 9.09, "total_energy_ev": -106438.77048, "mol_weight_g_mol": 880.34, "homo_lumo_gap_ev": 4.399}